No. 1
101
Properties=species:S:1:pos:R:3:forces:R:3 method="wB97M-V/def2-TZVPD" energy_ev=-47487.8518 lumo_energy_ev=0.476 smiles=C1CCOC1.C1CCOC1.C1CCOC1.C1CCOC1.C1CCOC1.CC(C)O.CC(C)O.CC(C)O de_lowest_kj_mol=0.0
C -4.958123 -3.360162 -2.302018 0.06 0.29 -0.43
C -4.775003 -2.330333 -1.195164 -0.28 -0.29 0.13
C -3.252544 -2.237102 -1.139289 -0.08 0.11 -0.50
O -2.767925 -3.543393 -1.485780 0.21 -0.08 0.35
C -3.816106 -4.326987 -2.022816 -0.71 -0.25 -0.38
H -4.780134 -2.839517 -3.251919 0.16 -0.11 0.03
H -5.936143 -3.822794 -2.431439 -0.01 -0.08 0.47
H -5.117571 -2.708685 -0.226461 -0.11 -0.08 -0.11
H -5.330558 -1.416839 -1.401377 0.33 0.21 0.03
H -2.921330 -1.929679 -0.147183 0.28 -0.22 0.00
H -2.813617 -1.572070 -1.890218 -0.30 0.37 0.16
H -4.115592 -5.111929 -1.318872 0.03 0.10 0.12
H -3.533666 -4.829493 -2.952641 0.45 0.08 0.14
C 3.771736 3.651883 -0.674044 0.26 -0.12 0.23
C 4.807952 4.530182 -1.397499 -0.80 0.43 0.10
C 6.044979 3.637147 -1.546673 -0.37 0.63 -0.47
O 5.833020 2.504959 -0.732506 0.31 0.03 0.38
C 4.686130 2.686383 0.084029 -0.69 -0.58 -0.19
H 3.093228 3.133903 -1.352355 0.20 -0.10 -0.14
H 3.145678 4.226255 0.007328 0.02 0.04 0.01
H 4.990567 5.421769 -0.793311 0.27 -0.13 0.07
H 4.391621 4.911489 -2.332311 0.27 -0.17 -0.14
H 6.949686 4.186709 -1.273477 0.07 -0.17 0.14
H 6.148613 3.316046 -2.586321 0.12 -0.16 0.06
H 4.876121 3.060552 1.097833 0.52 0.13 -0.16
H 4.278676 1.679376 0.196440 -0.23 0.13 0.10
C 0.037524 0.476744 5.792575 0.84 0.86 0.59
C 0.994348 0.660320 6.985784 -0.17 -0.40 -0.42
C 2.123683 -0.294524 6.572457 -0.52 0.41 0.58
O 2.184991 -0.251260 5.154555 -0.03 -0.12 -0.31
C 1.029426 0.426589 4.629432 -0.47 -0.51 0.74
H -0.644431 1.323364 5.718724 -0.26 -0.24 -0.13
H -0.475558 -0.471574 5.951146 -0.24 0.04 -0.37
H 0.508145 0.384267 7.920462 0.20 0.04 0.11
H 1.361028 1.685608 7.047575 -0.04 0.02 0.01
H 1.877322 -1.307959 6.911993 0.16 -0.04 -0.04
H 3.065271 0.021940 7.020697 0.20 -0.20 -0.23
H 0.564645 -0.141887 3.826736 0.52 0.03 -0.34
H 1.341737 1.417382 4.300931 -0.20 0.07 -0.17
C -4.793888 0.754797 2.648370 -0.57 0.17 0.40
C -4.819931 2.270533 2.495752 0.76 0.05 -0.38
C -3.573425 2.486295 1.633999 -0.19 -0.14 -0.24
O -2.673022 1.420336 1.990697 -0.01 0.21 0.09
C -3.322284 0.526705 2.914256 0.25 -0.10 -0.60
H -5.081256 0.259675 1.718468 0.05 0.06 -0.07
H -5.495900 0.425281 3.415715 0.29 -0.17 0.15
H -4.604028 2.738327 3.458249 -0.42 0.01 0.10
H -5.719548 2.678478 2.044529 -0.06 0.04 0.08
H -3.101728 3.456054 1.795104 0.12 -0.08 0.09
H -3.789860 2.389299 0.565238 -0.06 0.04 0.03
H -2.991565 0.775788 3.925378 -0.22 -0.08 0.12
H -2.997222 -0.481016 2.653572 0.04 -0.03 0.17
C 1.060011 3.249040 -5.586230 0.19 0.27 -0.62
C 2.028346 3.042139 -4.411468 -0.79 0.75 0.05
C 3.243817 2.337901 -4.995687 -0.62 -0.61 0.03
O 3.086809 2.373215 -6.408728 0.36 0.73 -0.18
C 1.691056 2.444147 -6.727366 0.39 -0.38 0.45
H 1.072489 4.287649 -5.926071 0.08 0.06 0.24
H 0.020501 3.056983 -5.324583 0.03 -0.46 -0.20
H 1.513955 2.482913 -3.631552 0.33 -0.03 0.19
H 2.247075 4.049129 -4.054136 0.31 -0.24 0.42
H 3.258101 1.282745 -4.693058 0.09 0.07 0.19
H 4.171538 2.803156 -4.668386 0.16 0.01 -0.40
H 1.358921 1.407588 -6.811017 -0.45 0.14 -0.08
H 1.595339 2.958581 -7.680120 0.02 -0.17 -0.12
C -0.631105 -3.955701 4.356477 -0.45 0.19 -0.49
C 0.746487 -4.549352 4.523529 0.21 0.43 0.96
C 1.778867 -3.901497 3.643188 -0.60 0.05 -0.93
O 1.156686 -4.350846 5.899343 -0.08 -0.27 -0.20
H -1.319710 -4.364754 5.093334 0.02 0.04 0.07
H -1.055796 -4.133646 3.362261 0.13 -0.18 0.03
H -0.597854 -2.865371 4.459504 0.08 -0.05 0.20
H 0.725221 -5.629109 4.377270 -0.03 -0.04 0.00
H 1.424456 -3.895859 2.605643 0.18 -0.20 0.00
H 2.719328 -4.440714 3.696379 0.22 0.27 0.06
H 1.852193 -2.839749 3.898614 0.39 -0.06 0.20
H 1.587951 -3.489118 5.931111 -0.03 -0.06 0.07
C -0.674567 -2.409972 -5.263693 -0.62 0.40 0.60
C -0.927934 -1.088400 -4.516292 0.89 -0.55 0.06
C 0.283398 -0.192718 -4.618525 -0.11 1.83 -0.83
O -2.010073 -0.377575 -5.101449 -0.17 -0.01 0.25
H 0.321320 -2.765572 -5.012952 0.06 -0.16 -0.29
H -0.823788 -2.235702 -6.329340 0.43 -0.06 -0.10
H -1.401665 -3.163633 -4.948283 0.05 -0.04 0.00
H -1.088943 -1.318124 -3.453670 -0.39 0.08 -0.07
H 1.221121 -0.485867 -4.153870 -0.12 -0.58 -0.11
H 0.108390 0.834784 -4.269444 -0.46 -0.36 0.64
H 0.408538 0.074932 -5.673889 0.42 -0.74 -0.09
H -2.620911 -1.017757 -5.478215 -0.06 0.03 0.07
C 1.034481 -0.192191 -0.969571 -0.28 -0.13 -0.36
C -0.115544 -0.157990 0.006570 -0.72 1.99 0.44
C 0.030702 -1.027108 1.228111 -0.23 -2.09 -0.54
O -0.249483 1.226593 0.428103 0.47 -0.06 -0.25
H 1.984273 0.007986 -0.474007 0.05 -0.27 0.02
H 0.902599 0.574557 -1.735036 -0.14 0.10 0.14
H 1.016347 -1.140564 -1.512315 0.41 -0.13 0.23
H -1.058877 -0.345214 -0.519255 0.15 -0.58 -0.05
H -0.666051 -0.818600 2.037799 0.19 0.59 0.04
H 1.059476 -1.160897 1.563918 0.00 0.57 0.25
H -0.263027 -2.057404 0.954097 0.12 0.10 -0.13
H -1.108605 1.329761 0.858630 0.05 -0.14 0.22

***

No. 2
98
Properties=species:S:1:pos:R:3:forces:R:3 method="wB97M-V/def2-TZVPD" energy_ev=-61394.5988 lumo_energy_ev=2.349 total_charge=-1
C -0.969042 2.961986 0.647239 0.97 0.54 0.34
C -0.178360 2.041492 -0.454720 -0.63 -0.99 0.75
C 0.551999 0.806115 0.396602 -0.88 0.15 -0.58
C -1.198700 1.282903 -1.541113 1.54 0.48 -0.45
C -2.014551 2.349634 -2.473899 0.65 0.13 0.17
C -1.818412 1.888116 -4.048224 0.09 -0.19 0.03
C -3.572986 2.614173 -2.063168 -0.77 0.54 -1.35
O -4.135288 1.700845 -1.060118 0.16 0.63 -1.73
C -5.499600 1.312361 -1.448939 -1.23 -0.35 0.29
C -5.690578 -0.308892 -1.592267 -1.12 0.46 -0.53
C -4.357930 -1.129750 -2.077545 -0.50 -0.37 2.00
C -4.040142 -2.329515 -0.966462 0.41 -0.08 0.23
I -4.789791 -2.230581 -3.970716 0.21 0.58 0.39
P -6.567050 1.763089 0.117328 2.35 -1.40 -0.78
S -5.571086 1.042398 1.672350 -0.29 0.00 0.96
H -0.200267 3.145171 1.541300 -1.59 -0.33 -1.80
H -1.897411 2.417662 1.108275 1.62 1.06 -1.15
H -1.235177 4.052562 0.241886 0.30 -2.53 0.76
H 0.632231 2.703109 -1.010488 -1.74 -1.45 0.99
H -0.123520 0.603108 1.353153 1.63 0.38 -1.93
H 1.664015 1.067714 0.690812 -2.27 -0.65 -0.51
H 0.476793 -0.159880 -0.295177 0.56 1.96 1.62
H -0.457775 0.699918 -2.274720 -1.51 1.16 1.54
H -1.847856 0.456205 -1.028185 0.98 1.90 -0.76
H -1.452027 3.395909 -2.359638 -1.16 -2.22 -0.26
H -0.859842 2.421589 -4.460091 -1.83 -0.99 0.62
H -2.747941 2.152190 -4.719418 1.88 -0.42 1.35
H -1.613380 0.722394 -4.144015 -0.61 2.39 0.28
H -3.728776 3.752966 -1.741250 0.47 -2.34 -0.35
H -4.209532 2.502818 -3.067163 1.20 0.16 2.26
H -6.178466 -0.722617 -0.588648 1.49 0.13 -1.95
H -6.523984 -0.477228 -2.427717 1.77 0.46 1.80
H -3.425427 -0.467070 -2.326887 -2.03 -1.27 0.61
H -2.942415 -2.157870 -0.552186 -2.23 -0.60 -0.85
H -4.164064 -3.407028 -1.444911 0.57 2.35 0.99
H -4.780039 -2.304508 -0.043681 1.54 0.31 -2.02
H -7.866453 1.092953 0.084186 0.61 1.05 -0.41
H -6.679961 3.182292 0.333072 -0.56 -0.68 -0.58
C 8.141886 -0.129818 1.973398 0.15 -0.07 0.15
C 7.116737 -1.117460 1.437777 -0.07 0.02 -0.13
C 5.874086 -0.439913 0.854716 -0.12 -0.11 -0.02
C 5.050173 0.385707 1.850253 0.11 0.06 0.08
C 4.543428 -0.382992 3.074273 -0.07 0.18 -0.06
C 3.592858 -1.515935 2.719105 -0.01 -0.15 0.17
H 7.739926 0.461696 2.800950 0.05 -0.02 -0.09
H 9.021351 -0.664904 2.345234 -0.03 0.13 -0.02
H 8.470206 0.555582 1.185742 -0.04 -0.01 0.09
H 6.835090 -1.821817 2.229114 -0.02 0.06 -0.08
H 7.588377 -1.715158 0.649328 -0.08 0.00 0.07
H 5.236216 -1.207275 0.400988 0.03 0.09 0.04
H 6.181511 0.218037 0.032403 0.00 -0.06 0.06
H 4.191319 0.811387 1.317578 0.04 -0.04 0.05
H 5.643423 1.240768 2.194357 -0.03 -0.04 -0.05
H 4.017076 0.320323 3.731449 0.11 -0.06 -0.06
H 5.384084 -0.774901 3.656400 0.01 0.04 -0.04
H 2.721225 -1.137702 2.178365 0.04 -0.05 -0.01
H 3.239800 -2.008591 3.630851 -0.03 0.01 -0.15
H 4.082158 -2.274776 2.102146 -0.08 0.05 0.02
C 0.261593 -7.322145 -6.601825 0.21 -0.07 0.00
C -0.340868 -6.841121 -5.290751 -0.15 0.01 0.02
C -1.550122 -5.922650 -5.483956 -0.03 0.09 0.16
C -1.263214 -4.607736 -6.218977 0.06 -0.04 -0.10
C -0.192110 -3.720950 -5.576901 -0.14 0.05 -0.11
C -0.566156 -3.244182 -4.181884 0.18 0.11 0.12
H 0.643492 -6.490498 -7.200840 -0.05 -0.09 0.02
H 1.097986 -8.000243 -6.405190 -0.06 0.04 -0.11
H -0.481308 -7.863748 -7.195739 0.06 0.07 0.00
H 0.429825 -6.341459 -4.692396 -0.10 0.00 -0.04
H -0.658512 -7.716114 -4.712108 0.03 0.10 0.01
H -1.985531 -5.704366 -4.501935 0.02 0.02 -0.11
H -2.323757 -6.466715 -6.039915 0.06 0.01 0.04
H -2.199059 -4.040365 -6.288679 0.09 -0.02 0.05
H -0.966119 -4.824123 -7.251640 -0.03 -0.02 0.04
H -0.040793 -2.842475 -6.216404 0.01 -0.13 0.03
H 0.769401 -4.243941 -5.543103 -0.03 -0.03 -0.05
H -1.500663 -2.677170 -4.201810 0.02 -0.09 0.06
H 0.218852 -2.591871 -3.785787 -0.12 -0.04 0.04
H -0.682007 -4.080698 -3.487109 -0.04 0.09 -0.02
C 1.958448 2.523995 4.637372 -0.05 -0.17 -0.12
C 1.130250 3.784869 4.443609 0.02 0.11 0.03
C 1.171439 4.724782 5.651117 -0.10 0.09 -0.03
C 0.597107 4.147486 6.950519 0.05 -0.14 -0.02
C -0.857096 3.673781 6.867984 0.12 0.03 0.14
C -1.834519 4.793153 6.544040 -0.22 -0.11 -0.12
H 1.584745 1.918070 5.467736 0.06 0.03 -0.06
H 1.921355 1.906950 3.734091 0.04 0.00 0.11
H 3.005802 2.773069 4.834810 -0.05 -0.04 0.03
H 0.095904 3.513041 4.202992 0.09 0.06 0.03
H 1.516242 4.323925 3.570816 -0.10 -0.02 0.06
H 0.639126 5.648273 5.395384 0.03 -0.07 0.05
H 2.211752 5.020420 5.835385 -0.05 -0.03 -0.02
H 0.677817 4.911837 7.732714 -0.03 -0.04 -0.03
H 1.220127 3.309748 7.284469 -0.01 0.07 -0.03
H -1.134838 3.237934 7.835701 0.06 -0.01 -0.12
H -0.957787 2.870520 6.130556 0.04 0.06 0.04
H -1.783632 5.584367 7.296765 0.01 0.02 -0.05
H -2.857814 4.404231 6.528329 0.10 0.14 -0.03
H -1.633497 5.233135 5.563276 -0.04 -0.01 0.10

***

We obtain HOMO values of -9.398; -2.812 eV for the records listed above, in that order.